This record from OMol25 describes C22H37O2PdSi as an isolated structure. The level of theory is ωB97M-V with the def2-TZVPD basis set.

```
63
Properties=species:S:1:pos:R:3:forces:R:3
Pd 0.096023 -2.528398 -0.057218 -5.52 -0.18 -4.19
Si -1.905605 -0.550447 0.650474 -0.78 0.74 -0.09
O -3.679941 -4.589908 -3.674912 0.62 0.78 1.39
O 0.292971 -4.394085 -1.731146 -0.26 -1.47 -0.06
C 0.992976 -3.303736 1.672338 0.60 -0.54 1.20
C -0.250747 -5.666956 -1.197391 -0.21 0.37 0.39
C -0.956863 1.019319 1.065977 0.37 -0.20 0.01
C 0.938138 2.073916 -2.060080 -2.69 0.59 -1.39
C -4.298690 -4.723909 -2.363534 -0.61 0.24 -0.36
C -3.006420 -3.308868 -3.682721 -0.85 0.55 -0.43
C 0.697020 -5.132986 -2.942994 0.40 -0.53 -0.97
C -0.181489 0.380502 -3.159236 1.35 -0.95 0.46
C 1.793243 -3.577390 0.523080 1.75 -0.49 0.76
C 1.038962 -0.155533 -2.645931 -0.07 0.17 0.33
C -2.695778 -1.267081 2.206030 0.14 -0.23 0.07
C 0.846186 -1.893669 1.778475 1.11 0.85 1.55
C -0.228126 1.762469 -2.814328 1.57 1.90 1.59
C 1.719362 0.882974 -1.950106 -0.34 -1.70 -0.93
C -3.580349 -3.785083 -1.367044 0.41 0.28 -0.08
C 1.568809 -1.284173 0.705275 1.12 0.76 1.34
C -2.592051 -2.958518 -2.249022 0.29 -0.63 0.16
C 0.017898 -6.443626 -2.483870 0.01 0.72 0.46
C 2.202889 -5.248856 -3.067648 0.06 0.25 -0.01
C 2.169490 -2.324236 -0.062060 1.41 0.04 0.22
C 0.094712 -4.582310 -4.205593 -0.11 0.02 -0.25
C -3.248658 0.012837 -0.557090 -0.04 -0.22 -0.24
H 1.396805 -1.172953 -2.800300 -0.12 0.33 0.06
H -3.716487 0.916643 -0.131007 0.18 -0.24 -0.05
H 0.281273 -1.369985 2.543982 0.17 -0.16 -0.18
H 2.648001 -5.668643 -2.162601 0.03 0.00 -0.06
H 2.106350 -4.559494 0.183352 -0.16 0.31 0.03
H -0.938023 -0.172713 -3.705500 0.15 0.11 0.01
H 0.589603 -5.077896 -5.049092 -0.15 0.17 0.04
H 2.685630 0.803244 -1.458936 -0.18 0.00 -0.13
H -2.596245 -2.361002 2.248156 -0.14 0.27 0.12
H -1.027017 2.458970 -3.077614 0.38 -0.27 0.12
H -0.267556 0.889185 1.909310 -0.10 0.10 -0.15
H 0.337781 -6.010039 -0.334811 -0.28 0.18 -0.08
H -5.354487 -4.398409 -2.430529 0.35 -0.27 -0.14
H 0.263092 -3.503481 -4.288479 -0.06 -0.08 -0.04
H -2.643097 -1.879545 -2.038295 -0.07 -0.49 -0.27
H -3.694720 -2.499159 -4.014811 0.09 -0.60 -0.10
H -3.068026 -4.367318 -0.584224 -0.10 0.32 -0.23
H -4.272352 -3.089586 -0.859868 0.09 -0.52 -0.22
H 0.596129 -4.034428 2.374805 0.03 0.19 -0.34
H -1.552511 -3.274933 -2.089205 -0.30 0.02 0.03
H 2.832387 -2.170267 -0.905685 -0.27 -0.15 0.03
H -4.291487 -5.787830 -2.063997 0.15 0.52 -0.26
H -1.702025 1.781313 1.350237 0.17 -0.25 -0.08
H -2.238348 -0.833282 3.108608 -0.09 -0.19 -0.25
H -3.767822 -1.012701 2.216699 0.31 -0.11 -0.06
H -0.396954 1.397584 0.200766 -0.14 -0.02 0.17
H -2.179352 -3.354470 -4.407295 -0.43 0.03 0.37
H -0.973172 -4.822245 -4.266418 0.30 0.21 0.04
H 1.205380 3.048447 -1.658064 -0.13 -0.27 -0.13
H 1.620133 -0.220013 0.510466 0.03 -0.24 0.01
H 0.674924 -7.307502 -2.378760 -0.18 0.08 -0.11
H 2.437293 -5.902114 -3.921214 -0.01 0.15 0.33
H 2.647712 -4.265282 -3.267057 -0.02 -0.16 0.06
H -2.830091 0.287059 -1.539369 -0.17 -0.05 0.33
H -1.311663 -5.532739 -0.949012 0.35 -0.12 0.15
H -4.044727 -0.733993 -0.704001 0.30 0.24 0.02
H -0.903410 -6.662361 -3.027831 0.30 -0.17 -0.01
```
Forces are in eV/Å.

The value obtained for the HOMO energy (spin up / spin down) is -10.08 / -10.99 eV. Its energy is -38853.466 eV. As for the charge: +1. Its frontier orbital gap (spin up / spin down) is 0.2995 / 0.2052 hartree. The expectation value of S² is 6.023. The value obtained for the LUMO energy (spin up / spin down) is -1.935 / -5.402 eV. The spin multiplicity is 5.